# 1
{"formula": "C5H12N4", "method": "wB97M-V/def2-TZVPD", "symbols": ["C", "C", "C", "C", "C", "H", "H", "H", "H", "H", "H", "H", "H", "H", "H", "H", "H", "N", "N", "N", "N"], "xyz": [[0.90580, -1.10318, 0.36574], [1.88753, 0.05183, 0.52202], [0.81157, 1.10567, 0.32083], [-0.00434, -0.01833, -0.27853], [-1.51692, -0.14540, -0.04114], [0.21161, -2.52677, -0.68888], [1.67789, -2.78928, -0.04371], [0.35558, -1.42727, 1.33748], [2.32273, 0.01225, 1.55106], [2.61837, 0.05858, -0.35514], [0.40268, 1.27280, 1.29774], [1.27970, 2.23761, -1.39148], [1.31663, 3.12838, -0.00428], [0.19093, -0.14947, -1.38778], [-3.24080, 1.00568, 0.38084], [-1.79030, 1.90333, -0.00345], [-2.97401, -1.35103, 0.02064], [1.17067, -2.09585, -0.57045], [0.81704, 2.34090, -0.46978], [-2.16587, 0.99471, 0.12334], [-1.94653, -1.34238, 0.05310]], "forces_ev_per_angstrom": [[-2.796, 2.928, 1.291], [2.848, -0.359, 0.458], [-0.896, -0.173, -0.610], [-1.510, -0.682, -1.318], [2.476, -1.030, -0.020], [1.333, 0.268, -0.286], [0.486, -0.757, -0.339], [1.314, 0.362, -1.228], [0.507, 0.500, -1.062], [-0.580, -0.163, 1.431], [-0.348, 0.779, 0.544], [-0.442, -0.242, 0.839], [-0.524, -0.980, -0.335], [-0.258, 0.494, 1.039], [3.221, -0.281, -0.830], [0.781, 0.415, -0.267], [0.266, -0.141, 0.432], [-1.075, -2.468, -0.379], [1.219, 0.611, 0.219], [-5.049, 1.165, 1.028], [-0.972, -0.245, -0.608]], "homo_ev": -8.85, "total_charge": 0, "smiles": "[H]/N=C(\\N)[C@H]1[C@H](N)C[C@@H]1N", "gap_ha": 0.3609, "de_lowest_kj_mol": 146.6, "lumo_ev": 1.0, "e_tot_ha": -416.6896}

***

# 2
{"formula": "C5H12NO", "method": "wB97M-V/def2-TZVPD", "symbols": ["C", "N", "C", "O", "C", "C", "C", "H", "H", "H", "H", "H", "H", "H", "H", "H", "H", "H", "H"], "xyz": [[1.37835, -0.48659, 0.75972], [2.54571, -0.72198, -0.44389], [2.64863, 0.34550, 0.45665], [-2.75141, -0.60377, 1.20646], [0.05531, 0.20809, 0.39319], [-0.50753, -0.15631, -0.97431], [-1.75071, 0.67197, -1.26738], [1.53443, -1.49656, 0.23697], [1.47517, -0.81519, 1.79886], [-3.21989, -1.15232, 1.85285], [3.47966, 0.25169, 1.16299], [2.46984, 1.34450, 0.06996], [-0.74861, -0.03928, 1.09931], [0.19773, 1.29083, 0.41334], [-0.84278, -1.19852, -0.94557], [0.23589, -0.05817, -1.76505], [-2.48628, 0.48609, -0.47244], [-1.52060, 1.74265, -1.35207], [-2.19292, 0.38739, -2.22961]], "forces_ev_per_angstrom": [[-1.055, 1.679, 0.784], [0.375, 0.038, 0.141], [0.524, -1.665, -0.946], [-0.089, -0.244, 0.355], [0.083, -0.172, -0.193], [-0.304, -0.178, -0.028], [-0.203, 0.144, -0.235], [0.251, 0.017, -0.496], [0.111, -0.243, -0.130], [0.116, 0.178, -0.188], [-0.143, 0.386, 0.360], [-0.335, 0.125, 0.171], [0.038, -0.113, 0.148], [0.096, 0.070, 0.130], [0.179, -0.043, 0.035], [0.174, 0.032, -0.019], [0.108, 0.097, -0.094], [0.049, -0.034, 0.161], [0.025, -0.075, 0.045]], "homo_ev": -2.85, "total_charge": -1, "gap_ha": 0.2461, "de_lowest_kj_mol": 397.4, "lumo_ev": 3.8, "e_tot_ha": -327.5447}

***

# 3
{"formula": "C5H12NO", "method": "wB97M-V/def2-TZVPD", "symbols": ["C", "O", "C", "C", "C", "C", "N", "H", "H", "H", "H", "H", "H", "H", "H", "H", "H", "H", "H"], "xyz": [[1.77817, 0.28757, 0.84255], [2.06071, -0.68617, 1.69312], [0.86051, -0.15577, -0.36051], [-0.53719, -0.56416, 0.15557], [-1.22740, 0.42320, 1.13026], [-1.46518, -0.97667, -0.98065], [0.81306, 0.78269, -1.48479], [2.65301, 0.76236, 0.29779], [1.25185, 1.17826, 1.28141], [1.25560, -1.11185, -0.65853], [-0.26295, -1.42280, 0.76898], [-2.25759, 0.57673, 0.81815], [-0.74023, 1.39917, 1.00518], [-1.05635, 0.12202, 2.15367], [-0.99454, -1.82146, -1.50781], [-2.42168, -1.33260, -0.59774], [-1.58187, -0.17459, -1.70454], [0.14744, 1.50850, -1.24564], [1.72461, 1.20557, -1.60646]], "forces_ev_per_angstrom": [[-0.324, -0.002, -0.816], [0.007, -0.143, 0.272], [-0.303, 0.152, 1.023], [0.110, 0.117, 0.451], [0.932, 0.692, -1.386], [0.689, -0.750, 0.075], [-0.500, -0.288, 0.005], [0.224, -0.060, 0.101], [0.088, 0.176, 0.089], [0.623, -0.352, -0.636], [-0.236, -0.252, -0.086], [-0.348, -0.211, 0.525], [-0.168, 0.023, 0.223], [-0.368, -0.028, 0.263], [-0.172, 0.206, -0.077], [-0.194, 0.146, -0.066], [-0.263, 0.109, -0.044], [0.167, 0.292, -0.077], [0.035, 0.170, 0.161]], "homo_ev": -2.37, "total_charge": -1, "smiles": "CC(C)[C@@H](N)C[O-]", "gap_ha": 0.2343, "de_lowest_kj_mol": 39.0, "lumo_ev": 4.0, "e_tot_ha": -327.6812}

***

# 4
{"formula": "C5H12NO", "method": "wB97M-V/def2-TZVPD", "symbols": ["C", "O", "C", "C", "C", "C", "N", "H", "H", "H", "H", "H", "H", "H", "H", "H", "H", "H", "H"], "xyz": [[1.91263, -1.47614, 0.42443], [2.15221, -2.74867, 0.53167], [0.89131, -1.23229, -0.77003], [0.48435, 0.27875, -0.76640], [-0.08072, 0.91627, 0.52616], [-1.55572, 0.65955, 0.67585], [-2.49802, 1.53252, -0.14077], [1.34626, -1.07939, 1.32555], [2.78186, -0.94934, 0.34804], [1.48776, -1.50974, -1.66071], [0.02451, -1.82393, -0.67552], [1.40005, 0.86690, -1.19706], [-0.30402, 0.43029, -1.50680], [0.28857, 1.92279, 0.53780], [0.37997, 0.36029, 1.40924], [-1.74731, -0.40019, 0.51763], [-1.99468, 0.79612, 1.71387], [-2.89422, 1.04040, -0.89090], [-2.07479, 2.41580, -0.40205]], "forces_ev_per_angstrom": [[-4.545, -1.773, 0.207], [0.839, -2.720, 0.395], [2.192, 2.741, 0.836], [1.180, 0.409, -1.737], [1.329, -2.290, 0.893], [-2.149, 1.484, 0.958], [1.064, -0.298, 1.631], [0.382, 0.140, 0.062], [2.676, 2.681, -0.729], [-0.702, 0.222, 0.075], [-0.805, -1.128, 0.320], [-1.524, -0.740, 1.031], [-0.043, 0.153, -0.427], [-0.462, 0.887, 0.360], [-0.344, 1.022, -1.048], [-0.068, -0.032, -0.600], [1.248, 0.001, -0.675], [-0.271, -0.345, -1.322], [0.004, -0.413, -0.231]], "homo_ev": -1.84, "total_charge": -1, "smiles": "NCCCCC[O-]", "gap_ha": 0.2090, "de_lowest_kj_mol": 156.5, "lumo_ev": 3.8, "e_tot_ha": -327.6365}

***

# 5
{"formula": "C5H12NO", "method": "wB97M-V/def2-TZVPD", "symbols": ["C", "C", "C", "C", "N", "C", "O", "H", "H", "H", "H", "H", "H", "H", "H", "H", "H", "H", "H"], "xyz": [[0.29274, -0.65917, 0.01421], [-1.12259, -0.74537, 0.59485], [-1.93675, -1.84259, -0.10384], [-1.85656, 0.58185, 0.60939], [1.07666, 0.34625, 0.69485], [1.55293, 1.44927, -0.37777], [2.11237, 0.95860, -1.42965], [0.71649, -1.67986, 0.00144], [0.22902, -0.42007, -1.06380], [-0.97015, -1.07742, 1.63636], [-2.01996, -1.65155, -1.17306], [-2.91257, -1.96726, 0.33880], [-1.37970, -2.79380, -0.06814], [-1.51348, 1.19893, 1.43742], [-1.64527, 1.14784, -0.30058], [-2.93662, 0.39099, 0.57762], [2.01140, -0.05471, 0.84070], [0.59283, 2.01543, -0.46911], [2.21302, 2.05686, 0.28938]], "forces_ev_per_angstrom": [[-0.724, -0.190, -0.691], [0.269, -0.873, 0.343], [1.146, -0.180, -0.262], [-0.015, 0.015, -0.609], [1.470, 0.166, -0.414], [-0.484, -0.313, 1.425], [0.162, -0.095, -0.755], [0.108, 0.264, 0.361], [-0.014, 0.114, 0.116], [-0.233, 0.131, -0.078], [-0.288, 0.300, -0.136], [-0.409, -0.102, 0.087], [-0.270, 0.134, 0.255], [-0.317, 0.025, 0.072], [0.131, -0.020, -0.090], [0.034, 0.278, 0.549], [-0.521, -0.066, 0.224], [-0.025, 0.208, -0.425], [-0.021, 0.203, 0.028]], "homo_ev": -2.68, "total_charge": -1, "smiles": "CC(C)CNC[O-]", "gap_ha": 0.2418, "de_lowest_kj_mol": 34.7, "lumo_ev": 3.9, "e_tot_ha": -327.6828}

***

# 6
{"formula": "C5H12NO", "method": "wB97M-V/def2-TZVPD", "symbols": ["C", "C", "C", "C", "N", "C", "O", "H", "H", "H", "H", "H", "H", "H", "H", "H", "H", "H", "H"], "xyz": [[-0.47005, -0.17013, -0.78085], [-0.08973, 0.69010, 0.48076], [-0.16059, 2.16434, 0.16933], [-0.90838, 0.19518, 1.68571], [-0.17655, -1.56891, -0.54245], [1.38389, -1.83833, -0.88549], [1.80463, -1.27774, -1.98201], [0.18527, 0.19454, -1.58642], [-1.51307, -0.01846, -1.04663], [0.92624, 0.29507, 0.55514], [-1.14850, 2.43747, -0.22053], [0.09970, 2.77116, 1.03782], [0.52472, 2.35843, -0.65398], [-0.24372, 0.18327, 2.55371], [-1.22544, -0.83637, 1.54174], [-1.70897, 0.88949, 1.93118], [-0.50418, -2.02148, -1.39999], [1.37372, -2.95116, -0.90352], [1.85099, -1.49647, 0.04647]], "forces_ev_per_angstrom": [[0.666, 1.067, 0.576], [-0.701, -2.178, -1.125], [0.133, -0.271, -0.182], [1.044, 0.570, 0.266], [0.614, -0.637, -1.092], [-1.020, 0.157, 0.052], [0.180, 0.230, -0.292], [-0.272, 0.024, -0.222], [-0.386, 0.020, -0.079], [0.285, 0.742, 0.615], [-0.078, 0.014, 0.338], [-0.056, 0.212, -0.071], [0.231, 0.243, 0.063], [-0.106, 0.026, 0.259], [-0.238, 0.135, -0.151], [-0.415, -0.120, -0.104], [-0.456, -0.079, 0.348], [0.057, -0.136, 0.276], [0.519, -0.019, 0.524]], "homo_ev": -2.73, "total_charge": -1, "smiles": "CC(C)CNC[O-]", "gap_ha": 0.2448, "de_lowest_kj_mol": 44.7, "lumo_ev": 3.9, "e_tot_ha": -327.6790}